Record 1
Here is C2H5NO3 as an isolated structure in a non-equilibrium geometry from OMol25. Energies are from the ωB97M-V functional and the def2-TZVPD basis.

The geometry in XYZ format:
```
11
Properties=species:S:1:pos:R:3:forces:R:3
C 0.03141 -0.41400 0.56049 -0.24 0.47 -0.97
O 1.03304 0.39429 1.06933 -0.04 -0.30 -0.07
O 0.58247 -1.65645 0.23739 -0.04 0.32 0.17
O -1.12455 -0.46562 1.25791 -1.38 0.90 -1.27
H 1.52699 -0.13894 1.70330 0.06 0.04 0.00
H -0.15167 -2.27378 0.13258 -0.02 0.07 0.11
C -0.04362 1.15161 -1.33282 0.22 -0.11 0.24
N -0.59313 0.24435 -0.65372 0.92 0.25 -0.83
H -1.63367 0.05690 0.28361 0.49 -1.66 2.66
H -0.60170 1.62758 -2.13090 -0.08 0.08 0.04
H 0.97443 1.47407 -1.12716 0.12 -0.07 -0.06
```
Forces are in eV/Å.

The calculation puts the energy above the lowest of the compared OMol25 structures with the same formula, charge and spin at 226.9 kJ/mol. As for the lowest unoccupied orbital energy: 0.66 eV. The net charge is 0. The value obtained for the HOMO energy is -10.515 eV. As for the largest force on an atom: 3.17 eV Å⁻¹.



Record 2
Here is a 2-piece molecular cluster, C2H5NO3 overall in a non-equilibrium geometry from OMol25. Energies are from the ωB97M-V functional and the def2-TZVPD basis.

The geometry in XYZ format:
```
11
Properties=species:S:1:pos:R:3:forces:R:3
O 1.99903 1.53666 -2.64895 0.82 -0.92 1.76
C 2.13750 1.16779 -1.47310 -3.75 2.02 -4.66
N 1.02749 0.93090 -0.70994 0.16 0.24 -3.77
C -0.17482 0.91767 -1.40342 -3.85 0.58 0.95
O -1.24786 0.47131 -1.01620 1.85 -0.40 0.65
H 3.06011 1.12640 -1.08699 3.46 -0.47 2.14
H 1.14794 0.76985 0.21126 -0.19 -1.07 3.57
H -0.32754 1.53919 -2.27470 1.49 0.03 -0.63
H -3.72287 -3.63564 5.27468 -0.60 0.32 0.09
H -2.50100 -3.53752 6.15727 1.12 1.67 3.09
O -2.82931 -3.91939 5.40855 -0.52 -1.98 -3.17
```
Forces are in eV/Å.

The calculation puts the energy above the lowest of the compared OMol25 structures with the same formula, charge and spin at 147.0 kJ/mol. As for the lowest unoccupied orbital energy: 0.51 eV. The net charge is 0. The value obtained for the HOMO energy is -10.173 eV. The structure (SMILES) is O=CNC=O.O. As for the largest force on an atom: 6.31 eV Å⁻¹.



Record 3
Here is a 2-piece molecular cluster, C2H5NO3 overall in a non-equilibrium geometry from OMol25. Energies are from the ωB97M-V functional and the def2-TZVPD basis.

The geometry in XYZ format:
```
11
Properties=species:S:1:pos:R:3:forces:R:3
C -1.44920 -0.62425 0.88123 -0.02 1.36 0.03
C 1.08426 0.26893 -0.86780 0.23 -0.34 0.71
N 1.44207 1.46816 -0.33792 -0.10 0.09 -0.08
O -1.64770 0.57837 0.90133 0.26 -2.32 -0.22
O -1.79709 -1.42443 -0.14389 -0.03 0.01 -0.04
O 1.64062 -0.78379 -0.59154 -0.39 0.59 -0.39
H -1.48207 -2.33965 -0.00461 -0.11 0.67 0.05
H 0.21264 0.33879 -1.53917 0.13 -0.07 -0.04
H -0.94565 -1.19144 1.67917 -0.02 0.28 0.15
H 0.78554 2.23870 -0.35411 0.21 -0.25 -0.07
H 2.15657 1.47061 0.37731 -0.15 -0.03 -0.10
```
Forces are in eV/Å.

The calculation puts the energy above the lowest of the compared OMol25 structures with the same formula, charge and spin at 31.9 kJ/mol. As for the lowest unoccupied orbital energy: 0.67 eV. The net charge is 0. The value obtained for the HOMO energy is -10.105 eV. The structure (SMILES) is NC=O.O=CO. As for the largest force on an atom: 2.34 eV Å⁻¹.